9 unconnected molecules or ions with the total composition C49H77F3N8OPS in a non-equilibrium geometry, computed with ωB97M-V with the def2-TZVPD basis set.

Last columns: bonded neighbours and bond lengths (Å).
Positions of all 140 atoms, in Å:
1 C 6.79171 2.43399 -2.05184  O2 1.447, H24 1.128, H25 1.127, H26 1.142
2 O 6.27258 1.08424 -2.01299  C1 1.447, C3 1.460
3 C 5.88626 0.69504 -0.65969  O2 1.460, C4 1.622, H27 1.142, H28 1.142
4 C 5.80530 -0.91393 -0.47252  C3 1.622, C5 1.594, H29 1.134, H30 1.130
5 C 5.26794 -1.66564 -1.77134  C4 1.594, C6 1.610, H31 1.138, H32 1.132
6 C 4.08116 -2.69982 -1.43303  C5 1.610, C7 1.613, H33 1.128, H34 1.129
7 C 2.71172 -1.89317 -1.70871  C6 1.613, C8 1.594, H35 1.126, H36 1.135
8 C 1.57608 -2.60367 -0.84391  C7 1.594, C9 1.609, H37 1.142, H38 1.127
9 C 0.27779 -3.01478 -1.70000  C8 1.609, C10 1.598, H39 1.140, H40 1.128
10 C -0.61731 -1.75658 -2.11025  C9 1.598, C11 1.586, H41 1.143, H42 1.128
11 C -2.15006 -2.14640 -1.99331  C10 1.586, P12 1.940, H43 1.143, H44 1.132
12 P -2.98606 -1.51494 -0.36090  C11 1.940, S13 2.220, C14 1.914, C20 1.906, H45 1.446, H46 1.451
13 S -3.68254 -0.92309 1.66216  P12 2.220, H47 1.380
14 C -2.73303 0.32954 -0.80667  P12 1.914, C15 1.569, H48 1.142, H49 1.142
15 C -3.03638 0.78226 -2.27799  C14 1.569, C16 1.606, H50 1.139, H51 1.124
16 C -2.82497 2.37189 -2.36434  C15 1.606, F17 1.407, F18 1.411, F19 1.379
17 F -2.55336 2.80385 -3.67568  C16 1.407
18 F -4.02398 3.02355 -2.00616  C16 1.411
19 F -1.85412 2.85549 -1.51304  C16 1.379
20 C -4.73869 -1.65496 -1.09614  P12 1.906, C21 1.579, H52 1.147, H53 1.146
21 C -5.98122 -0.99744 -0.37648  C20 1.579, C22 1.587, C23 1.636, H54 1.137
22 C -6.06323 0.58756 -0.36734  C21 1.587, H55 1.137, H56 1.127, H57 1.143
23 C -7.24299 -1.41426 -1.33143  C21 1.636, H58 1.136, H59 1.126, H60 1.142
24 H 6.45467 3.05550 -1.17265  C1 1.128
25 H 6.42675 2.93382 -2.99320  C1 1.127
26 H 7.93275 2.45683 -2.08946  C1 1.142
27 H 4.90154 1.19680 -0.37134  C3 1.142
28 H 6.70756 1.07043 0.03905  C3 1.142
29 H 6.85891 -1.27370 -0.25467  C4 1.134
30 H 5.12650 -1.12597 0.40526  C4 1.130
31 H 4.82313 -0.93692 -2.52387  C5 1.138
32 H 6.14777 -2.20830 -2.23249  C5 1.132
33 H 4.14219 -3.05778 -0.36458  C6 1.128
34 H 4.20789 -3.56940 -2.14236  C6 1.129
35 H 2.52037 -1.90265 -2.81794  C7 1.126
36 H 2.84161 -0.84739 -1.28716  C7 1.135
37 H 1.99362 -3.60024 -0.47488  C8 1.142
38 H 1.26050 -2.04140 0.08013  C8 1.127
39 H -0.27307 -3.76282 -1.03914  C9 1.140
40 H 0.53695 -3.56800 -2.64866  C9 1.128
41 H -0.30812 -1.48967 -3.17820  C10 1.143
42 H -0.28538 -0.89882 -1.45794  C10 1.128
43 H -2.17924 -3.28543 -1.90182  C11 1.143
44 H -2.77918 -1.91139 -2.90430  C11 1.132
45 H -3.10336 -2.88549 0.08557  P12 1.446
46 H -1.65525 -1.50465 0.21678  P12 1.451
47 H -4.14739 -2.03014 2.34333  S13 1.380
48 H -3.28272 1.00239 -0.06577  C14 1.142
49 H -1.63266 0.55994 -0.60829  C14 1.142
50 H -2.32422 0.38056 -3.07063  C15 1.139
51 H -4.08564 0.63663 -2.65405  C15 1.124
52 H -4.97530 -2.77738 -1.11331  C20 1.147
53 H -4.81832 -1.37541 -2.20464  C20 1.146
54 H -6.29305 -1.47610 0.60671  C21 1.137
55 H -5.50349 1.04444 0.51024  C22 1.137
56 H -5.75791 1.06232 -1.34317  C22 1.127
57 H -7.16774 0.84762 -0.23070  C22 1.143
58 H -7.05826 -2.50559 -1.58668  C23 1.136
59 H -7.31678 -0.75122 -2.23844  C23 1.126
60 H -8.20022 -1.41806 -0.70897  C23 1.142
61 N -1.30809 -3.45653 2.73886  C62 1.368, C65 1.368, H66 1.010
62 C -1.89953 -4.67774 2.91294  N61 1.368, C63 1.373, H67 1.079
63 C -0.90534 -5.62024 3.00956  C62 1.373, C64 1.418, H68 1.079
64 C 0.33293 -4.93969 2.89457  C63 1.418, C65 1.373, H69 1.080
65 C 0.05178 -3.60543 2.73119  N61 1.368, C64 1.373, H70 1.079
66 H -1.79949 -2.58044 2.63285  N61 1.010
67 H -2.97367 -4.77095 2.95123  C62 1.079
68 H -1.05249 -6.68051 3.14834  C63 1.079
69 H 1.31928 -5.37721 2.92805  C64 1.080
70 H 0.70022 -2.75220 2.60915  C65 1.079
71 N 10.44710 -0.14583 -0.50287  C72 1.370, C75 1.368, H76 1.005
72 C 9.70656 -0.40556 -1.62587  N71 1.370, C73 1.373, H77 1.080
73 C 10.38133 -1.34689 -2.36361  C72 1.373, C74 1.417, H78 1.079
74 C 11.56626 -1.67078 -1.65672  C73 1.417, C75 1.372, H79 1.080
75 C 11.57784 -0.91594 -0.51112  N71 1.368, C74 1.372, H80 1.079
76 H 10.19749 0.50969 0.21727  N71 1.005
77 H 8.76906 0.10215 -1.79876  C72 1.080
78 H 10.05705 -1.75824 -3.30695  C73 1.079
79 H 12.32554 -2.37868 -1.95426  C74 1.080
80 H 12.29172 -0.85910 0.29640  C75 1.079
81 N -2.99312 -2.14949 5.42934  C82 1.368, C85 1.368, H86 1.007
82 C -2.86841 -2.37991 6.77233  N81 1.368, C83 1.373, H87 1.079
83 C -3.92698 -1.77685 7.40598  C82 1.373, C84 1.418, H88 1.079
84 C -4.72312 -1.16423 6.40572  C83 1.418, C85 1.374, H89 1.080
85 C -4.12265 -1.41380 5.19578  N81 1.368, C84 1.374, H90 1.080
86 H -2.35256 -2.47256 4.72260  N81 1.007
87 H -2.03910 -2.95014 7.16035  C82 1.079
88 H -4.10888 -1.77744 8.47000  C83 1.079
89 H -5.63399 -0.60382 6.55432  C84 1.080
90 H -4.40086 -1.13107 4.19098  C85 1.080
91 N -9.83403 2.89340 -0.76398  C92 1.369, C95 1.369, H96 1.005
92 C -10.72723 3.41259 0.13441  N91 1.369, C93 1.373, H97 1.079
93 C -10.12498 4.47360 0.76365  C92 1.373, C94 1.418, H98 1.079
94 C -8.82163 4.60229 0.22039  C93 1.418, C95 1.372, H99 1.079
95 C -8.67225 3.61558 -0.72139  N91 1.369, C94 1.372, H100 1.079
96 H -10.00485 2.10417 -1.36279  N91 1.005
97 H -11.70986 2.98275 0.24890  C92 1.079
98 H -10.57222 5.08933 1.52890  C93 1.079
99 H -8.07672 5.33549 0.48866  C94 1.079
100 H -7.84172 3.36432 -1.36228  C95 1.079
101 N 15.11899 -2.13254 0.39709  C102 1.369, C105 1.369, H106 1.006
102 C 15.67375 -3.24994 0.96020  N101 1.369, C103 1.373, H107 1.079
103 C 16.69498 -2.84618 1.78356  C102 1.373, C104 1.417, H108 1.079
104 C 16.75485 -1.43152 1.71913  C103 1.417, C105 1.372, H109 1.079
105 C 15.76868 -1.01935 0.85815  N101 1.369, C104 1.372, H110 1.079
106 H 14.35206 -2.12956 -0.25401  N101 1.006
107 H 15.29605 -4.23264 0.72599  C102 1.079
108 H 17.32779 -3.49597 2.36825  C103 1.079
109 H 17.44257 -0.78710 2.24487  C104 1.079
110 H 15.47477 -0.03347 0.53378  C105 1.079
111 N 2.36140 3.30637 -1.15876  C112 1.369, C115 1.369, H116 1.006
112 C 3.08548 4.26299 -0.49869  N111 1.369, C113 1.373, H117 1.079
113 C 2.20395 5.18736 0.00436  C112 1.373, C114 1.418, H118 1.079
114 C 0.89909 4.76937 -0.36140  C113 1.418, C115 1.372, H119 1.079
115 C 1.02778 3.60468 -1.07573  N111 1.369, C114 1.372, H120 1.076
116 H 2.74876 2.50760 -1.63096  N111 1.006
117 H 4.16143 4.20411 -0.44548  C112 1.079
118 H 2.46785 6.06581 0.57326  C113 1.079
119 H -0.03028 5.26538 -0.12715  C114 1.079
120 H 0.29030 2.96609 -1.53079  C115 1.076
121 N -7.82799 -1.29029 3.76109  C122 1.368, C125 1.368, H126 1.007
122 C -8.48344 -2.16793 4.58077  N121 1.368, C123 1.373, H127 1.079
123 C -9.83201 -2.01420 4.37349  C122 1.373, C124 1.418, H128 1.079
124 C -9.99499 -1.00934 3.38688  C123 1.418, C125 1.373, H129 1.079
125 C -8.74054 -0.58364 3.02621  N121 1.368, C124 1.373, H130 1.079
126 H -6.82818 -1.18135 3.70593  N121 1.007
127 H -7.93543 -2.82297 5.23976  C122 1.079
128 H -10.61394 -2.56417 4.87473  C123 1.079
129 H -10.92613 -0.63954 2.98523  C124 1.079
130 H -8.41952 0.15991 2.31299  C125 1.079
131 N -3.24324 5.80175 -4.25409  C132 1.368, C135 1.368, H136 1.008
132 C -2.63838 6.87726 -3.66448  N131 1.368, C133 1.373, H137 1.079
133 C -3.05554 8.01013 -4.31916  C132 1.373, C134 1.417, H138 1.079
134 C -3.95062 7.60165 -5.33892  C133 1.417, C135 1.373, H139 1.079
135 C -4.04847 6.23356 -5.27202  N131 1.368, C134 1.373, H140 1.079
136 H -3.11595 4.83973 -3.98030  N131 1.008
137 H -1.96396 6.74456 -2.83314  C132 1.079
138 H -2.75150 9.01986 -4.08902  C133 1.079
139 H -4.46614 8.23745 -6.04261  C134 1.079
140 H -4.61929 5.53253 -5.86030  C135 1.079

Computed properties:
E_LUMO, eV: 1.67
Kohn-Sham gap, eV: 6.66
Total charge: -1

Löwdin atomic charge list, values in e, 2 entries: number 1, C, carries -0.1225; number 2, O, carries -0.2515